Formula: C6H7N5S
Source: OMol25
Level of theory: wB97M-V/def2-TZVPD

Geometry as XYZ:
```
19
Properties=species:S:1:pos:R:3
S -3.959 -1.239 -0.046
N -2.686 0.929 0.545
N 0.542 -1.532 0.752
N -0.872 3.907 -0.120
N 0.788 0.525 -0.490
N -2.734 -0.217 0.040
C -1.443 1.550 0.588
C 1.385 -0.430 0.518
C -0.604 0.757 -0.501
C -1.365 -0.605 -0.659
C -1.306 2.889 0.239
C -0.602 -1.603 0.170
H -1.045 1.523 1.669
H -1.626 -1.009 -1.608
H 1.287 1.397 -0.629
H 1.594 -0.146 1.555
H -1.120 -2.650 0.429
H -0.734 1.279 -1.367
H 2.353 -0.711 0.213
```

## Properties
charge	0
SMILES	N#C[C@H]1N=[N+]([S-])[C@@H]2C=NCN[C@@H]21
Kohn-Sham gap	8.5	eV
relative energy (zero: lowest compared OMol25 entry of this formula, charge and spin)	88.0	kcal per mole
DFT total energy	-904.65091	a.u.